Here is 2 unconnected molecules or ions with the total composition C5H6 at a distorted geometry from the OMol25 dataset. Energies are from ωB97M-V/def2-TZVPD.

Calculated values
molar mass	66.1	g/mol
DFT total energy	-193.830253	Eh
ΔE to the lowest compared entry with this formula, charge and spin	157.0	kcal per mole
frontier orbital gap	8.51	eV
strongest force on any atom	0.161	hartree/bohr
highest occupied orbital energy	-8.934	eV

Atoms and positions in Å:
C  -1.156  0.564  0.513
C  -1.497  -0.396  -0.234
C  2.760  0.037  -0.305
C  1.752  0.497  0.215
C  -1.502  -0.695  1.205
H  -0.774  1.564  0.784
H  3.677  -0.085  0.427
H  3.122  -0.515  -1.230
H  -1.573  -0.814  -1.199
H  -0.550  -1.212  1.540
H  -2.508  -0.738  1.584

In the Mulliken picture, each atom carries the following charge in e: C -0.273; C -0.389; C -0.480; C -0.040; C -0.443; H 0.358; H 0.216; H 0.274; H 0.345; H 0.194; H 0.238

=====

Here is 2 unconnected molecules or ions with the total composition C4H8O2 from the OMol25 dataset. Energies are from ωB97M-V/def2-TZVPD.

Calculated values
molar mass	88.1	g/mol
DFT total energy	-307.588485	Eh
SMILES string	O=CCCC=O.[H][H]
ΔE to the lowest compared entry with this formula, charge and spin	77.8	kcal per mole
frontier orbital gap	10.80	eV
strongest force on any atom	0.014	hartree/bohr
highest occupied orbital energy	-10.136	eV

Atoms and positions in Å:
O  -0.125  1.730  0.257
C  -0.246  0.820  -0.533
C  -0.835  -0.490  -0.192
C  0.572  -1.041  0.313
C  1.907  -0.221  0.419
O  2.956  -0.739  0.120
H  0.279  0.799  -1.509
H  -1.250  -1.053  -1.043
H  -1.592  -0.459  0.600
H  0.852  -1.908  -0.277
H  0.395  -1.296  1.358
H  1.894  0.791  0.874
H  -2.649  1.318  -0.369
H  -2.157  1.748  -0.018

In the Mulliken picture, each atom carries the following charge in e: O -0.513; C 0.015; C -0.444; C -0.478; C -0.112; O -0.461; H 0.346; H 0.272; H 0.381; H 0.276; H 0.283; H 0.406; H 0.109; H -0.079

=====

Here is C4H4F2N2 in the gas phase at a distorted geometry from the OMol25 dataset. Energies are from ωB97M-V/def2-TZVPD.

Calculated values
molar mass	118.1	g/mol
DFT total energy	-463.858811	Eh
SMILES string	C#CC(F)(F)/C=N/N
ΔE to the lowest compared entry with this formula, charge and spin	126.2	kcal per mole
frontier orbital gap	9.25	eV
strongest force on any atom	0.202	hartree/bohr
highest occupied orbital energy	-8.988	eV

Atoms and positions in Å:
C  2.458  1.509  -0.248
C  1.583  0.540  -0.440
C  0.614  -0.431  0.034
F  1.187  -1.060  1.145
F  0.188  -1.223  -1.005
C  -0.576  0.316  0.293
N  -1.774  -0.114  -0.264
N  -2.901  0.670  0.164
H  3.310  2.255  0.022
H  -0.708  0.954  1.139
H  -3.000  1.324  0.885
H  -3.732  0.520  -0.438

In the Mulliken picture, each atom carries the following charge in e: C -0.204; C -0.618; C 1.366; F -0.235; F -0.255; C -0.668; N -0.158; N -0.337; H 0.339; H 0.363; H 0.189; H 0.219

=====

Here is C19H16F3N3O2 in the gas phase at a distorted geometry from the OMol25 dataset. Energies are from ωB97M-V/def2-TZVPD.

Calculated values
molar mass	375.3	g/mol
DFT total energy	-1348.066945	Eh
SMILES string	NC(=O)CCc1nc2cc(C(F)(F)F)ccc2n(Cc2ccccc2)c1=O
ΔE to the lowest compared entry with this formula, charge and spin	0.0	kcal per mole
frontier orbital gap	8.51	eV
strongest force on any atom	0.020	hartree/bohr
highest occupied orbital energy	-9.215	eV

Atoms and positions in Å:
N  -4.551  -0.291  -0.286
C  -5.000  0.871  0.227
O  -6.023  0.944  0.875
C  -4.179  2.122  -0.067
C  -3.085  2.009  -1.141
C  -1.868  1.323  -0.616
N  -1.744  0.049  -0.742
C  -0.642  -0.580  -0.239
C  -0.544  -1.965  -0.392
C  0.557  -2.627  0.105
C  0.705  -4.113  -0.057
F  1.698  -4.430  -0.911
F  -0.400  -4.707  -0.522
F  1.010  -4.722  1.103
C  1.574  -1.923  0.755
C  1.489  -0.560  0.913
C  0.380  0.140  0.420
N  0.239  1.497  0.552
C  1.266  2.293  1.206
C  2.572  2.292  0.455
C  3.776  2.272  1.146
C  4.978  2.290  0.461
C  4.987  2.320  -0.923
C  3.790  2.342  -1.618
C  2.589  2.332  -0.933
C  -0.866  2.172  0.056
O  -0.980  3.377  0.176
H  -5.073  -1.122  -0.059
H  -3.628  -0.391  -0.685
H  -4.894  2.890  -0.367
H  -3.741  2.457  0.877
H  -2.797  3.022  -1.428
H  -3.471  1.476  -2.010
H  -1.338  -2.488  -0.900
H  2.430  -2.458  1.136
H  2.290  -0.039  1.407
H  1.404  1.938  2.232
H  0.865  3.313  1.243
H  3.773  2.249  2.227
H  5.908  2.277  1.009
H  5.925  2.329  -1.458
H  3.791  2.372  -2.698
H  1.658  2.362  -1.482

In the Mulliken picture, each atom carries the following charge in e: N -0.254; C 0.302; O -0.655; C -0.422; C -1.549; C 0.923; N -0.700; C 0.571; C -0.801; C 0.192; C 0.891; F -0.259; F -0.280; F -0.267; C -1.606; C -0.651; C 1.360; N 0.079; C -1.519; C 0.685; C -0.228; C -0.637; C -0.408; C -0.747; C -0.192; C 0.728; O -0.682; H 0.235; H 0.260; H 0.325; H 0.321; H 0.495; H 0.481; H 0.519; H 0.411; H 0.327; H 0.396; H 0.433; H 0.403; H 0.375; H 0.389; H 0.381; H 0.376

=====

Here is a molecular structure, C42H57N5O8P2S2Zr at a distorted geometry from the OMol25 dataset. Energies are from ωB97M-V/def2-TZVPD.

Calculated values
molar mass	977.3	g/mol
DFT total energy	-4036.438599	Eh
total charge	+2
ΔE to the lowest compared entry with this formula, charge and spin	0.0	kcal per mole
frontier orbital gap	6.78	eV
strongest force on any atom	0.036	hartree/bohr
highest occupied orbital energy	-12.334	eV

Atoms and positions in Å:
Zr  0.726  -0.290  0.516
C  5.148  0.233  -0.052
C  3.740  -0.173  -0.342
N  2.864  -0.208  0.621
N  3.369  0.172  1.889
C  2.587  0.161  2.915
S  0.883  -0.274  3.055
S  3.255  0.682  4.438
C  4.888  1.244  3.929
C  5.027  2.701  3.502
C  3.973  3.462  3.002
C  4.169  4.791  2.642
C  5.423  5.377  2.758
C  6.482  4.622  3.246
C  6.280  3.299  3.620
C  3.350  -0.481  -1.742
C  4.359  -0.816  -2.653
C  4.089  -1.072  -3.982
C  2.778  -0.983  -4.439
C  1.761  -0.652  -3.559
C  2.042  -0.411  -2.230
O  1.015  -0.082  -1.396
H  5.163  0.987  0.732
H  5.633  0.616  -0.945
H  5.716  -0.625  0.326
H  5.198  0.576  3.125
H  5.519  1.040  4.793
H  2.985  3.030  2.921
H  3.329  5.384  2.290
H  5.571  6.417  2.490
H  7.463  5.068  3.354
H  7.113  2.721  4.013
H  5.380  -0.898  -2.302
H  4.893  -1.337  -4.659
H  2.548  -1.171  -5.482
H  0.733  -0.583  -3.892
C  -5.294  1.049  1.569
C  -3.845  0.650  1.588
C  -3.043  1.304  2.680
O  -3.258  1.102  0.274
P  -2.234  0.288  -0.549
O  -1.312  -0.545  0.358
C  -1.382  1.635  -1.408
P  -0.290  2.609  -0.319
O  0.393  1.738  0.735
O  -1.115  3.665  0.444
C  -1.810  4.819  -0.207
C  -3.294  4.597  -0.073
C  -1.310  6.060  0.482
O  0.672  3.269  -1.320
C  1.825  4.126  -0.865
C  1.825  5.342  -1.748
C  3.073  3.289  -0.956
O  -2.892  -0.713  -1.507
C  -3.784  -0.520  -2.694
C  -2.922  -0.308  -3.915
C  -4.810  0.564  -2.459
H  -5.749  0.798  2.529
H  -5.847  0.530  0.785
H  -5.388  2.127  1.413
H  -3.748  -0.433  1.629
H  -3.118  2.392  2.606
H  -1.991  1.026  2.639
H  -3.437  0.994  3.649
H  -2.155  2.309  -1.789
H  -0.773  1.251  -2.221
H  -1.519  4.836  -1.260
H  -3.592  4.659  0.976
H  -3.599  3.621  -0.460
H  -3.825  5.372  -0.629
H  -1.595  6.045  1.536
H  -1.754  6.940  0.011
H  -0.223  6.147  0.418
H  1.634  4.398  0.174
H  1.936  5.046  -2.795
H  2.667  5.985  -1.479
H  0.905  5.920  -1.643
H  3.269  3.003  -1.994
H  2.977  2.389  -0.345
H  3.922  3.862  -0.576
H  -4.280  -1.480  -2.760
H  -2.502  0.704  -3.944
H  -3.533  -0.438  -4.810
H  -2.110  -1.039  -3.950
H  -4.352  1.557  -2.387
H  -5.391  0.384  -1.553
H  -5.496  0.578  -3.307
C  -5.007  -5.620  -2.323
C  -4.053  -6.023  -1.223
C  -3.714  -5.154  -0.194
C  -2.853  -5.527  0.837
C  -2.299  -6.799  0.841
N  -1.424  -7.286  1.855
C  -0.729  -6.632  2.837
O  -0.307  -7.175  3.830
N  -0.546  -5.250  2.644
C  -0.034  -4.631  1.506
C  0.204  -5.270  0.292
C  0.729  -4.541  -0.757
C  1.001  -3.207  -0.596
N  0.764  -2.572  0.568
C  0.256  -3.285  1.588
C  -2.624  -7.683  -0.184
C  -3.492  -7.299  -1.193
H  -5.439  -4.637  -2.132
H  -5.829  -6.333  -2.413
H  -4.503  -5.588  -3.292
H  -4.151  -4.160  -0.174
H  -2.652  -4.836  1.647
H  -1.436  -8.282  2.012
H  -0.368  -4.797  3.525
H  0.004  -6.327  0.174
H  0.942  -5.017  -1.706
H  1.439  -2.640  -1.401
H  0.090  -2.757  2.512
H  -2.204  -8.685  -0.183
H  -3.743  -8.014  -1.972

Results of the Mulliken charge analysis, in e, for atoms 1 through 99: Zr 0.817; C -1.709; C 0.550; N 0.249; N -0.708; C 0.675; S -0.549; S -0.053; C -0.754; C 0.523; C 0.107; C -0.747; C -0.549; C -0.599; C -0.555; C 1.039; C -1.253; C -1.112; C -0.628; C -0.768; C 0.101; O 1.542; H 0.110; H 0.602; H 0.363; H 0.218; H 0.590; H 0.362; H 0.476; H 0.412; H 0.401; H 0.412; H 0.554; H 0.441; H 0.500; H 0.507; C -1.407; C 0.658; C -1.038; O 0.621; P -0.950; O -0.343; C -0.960; P -0.045; O -0.694; O 0.125; C 0.698; C -1.111; C -1.523; O -0.238; C 0.539; C -1.683; C -0.656; O -0.240; C 0.422; C -1.294; C -1.049; H 0.452; H 0.378; H 0.224; H 0.301; H 0.140; H -0.006; H 0.558; H 0.966; H 0.569; H 0.420; H 0.301; H 0.117; H 0.469; H 0.364; H 0.405; H 0.317; H 0.482; H 0.349; H 0.409; H 0.376; H 0.400; H -0.434; H 0.555; H 0.435; H 0.209; H 0.553; H 0.287; H 0.220; H 0.152; H 0.532; C -1.510; C 0.652; C -0.764; C -0.036; C -0.055; N 0.004; C 0.240; O -0.616; N -0.049; C -0.192; C -0.052; C -1.623

=====

Here is 14 unconnected molecules or ions with the total composition H28O14 at a distorted geometry from the OMol25 dataset. Energies are from ωB97M-V/def2-TZVPD.

Calculated values
molar mass	252.2	g/mol
DFT total energy	-1070.115415	Eh
ΔE to the lowest compared entry with this formula, charge and spin	53.7	kcal per mole
frontier orbital gap	10.09	eV
strongest force on any atom	0.037	hartree/bohr
highest occupied orbital energy	-10.371	eV

Atoms and positions in Å:
O  -4.807  -0.217  1.409
H  -5.215  0.478  0.882
H  -4.874  -1.005  0.859
O  -3.026  -2.296  2.213
H  -3.589  -1.527  2.316
H  -2.350  -2.013  1.595
O  1.058  1.015  -0.266
H  1.429  0.235  0.164
H  1.869  1.427  -0.619
O  -0.677  -1.730  -2.336
H  0.039  -1.511  -1.721
H  -0.367  -1.212  -3.099
O  2.833  -2.012  1.155
H  2.279  -2.287  1.881
H  3.169  -2.768  0.682
O  1.306  2.389  2.178
H  1.734  1.657  2.639
H  0.731  2.111  1.457
O  0.485  -3.328  0.271
H  1.301  -3.538  -0.182
H  0.449  -2.430  0.562
O  2.362  -2.690  -1.863
H  1.565  -2.548  -2.376
H  2.940  -3.305  -2.307
O  3.600  1.714  -1.105
H  4.325  1.170  -1.427
H  4.011  2.429  -0.629
O  1.281  -0.158  3.061
H  1.476  -0.959  2.584
H  0.502  -0.240  3.617
O  -3.580  2.564  -0.559
H  -3.698  1.930  -1.262
H  -2.883  3.200  -0.693
O  -0.555  4.173  2.986
H  0.380  4.375  3.139
H  -0.338  3.246  2.773
O  -1.702  0.950  -1.801
H  -1.502  0.029  -1.607
H  -0.880  1.386  -1.535
O  0.004  0.457  -4.221
H  -0.787  0.824  -3.796
H  -0.297  0.016  -5.021

In the Mulliken picture, each atom carries the following charge in e: O -0.655; H 0.296; H 0.325; O -0.638; H 0.385; H 0.280; O -0.677; H 0.232; H 0.426; O -0.649; H 0.232; H 0.394; O -0.585; H 0.336; H 0.249; O -0.695; H 0.333; H 0.405; O -0.564; H 0.315; H 0.275; O -0.588; H 0.327; H 0.283; O -0.626; H 0.286; H 0.299; O -0.576; H 0.234; H 0.304; O -0.595; H 0.312; H 0.272; O -0.658; H 0.301; H 0.390; O -0.612; H 0.280; H 0.329; O -0.690; H 0.390; H 0.317